{
  "formula": "C3H24N2O9S",
  "method": "ωB97M-V/def2-TZVPD",
  "symbols": ["N", "C", "O", "C", "N", "C", "S", "H", "H", "H", "H", "H", "H", "H", "H", "O", "H", "H", "O", "H", "H", "O", "H", "H", "O", "H", "H", "O", "H", "H", "O", "H", "H", "O", "H", "H", "O", "H", "H"],
  "coordinates": [[0.390862, 3.014043, -0.037633], [-0.530693, 2.059482, 0.181029], [-0.665784, 1.113835, -0.596507], [-1.364820, 1.899119, 1.506656], [-2.508454, 3.015465, 1.270014], [-1.900169, 0.485391, 1.528394], [-2.104155, -0.520542, 3.063177], [0.656846, 3.747396, 0.602041], [0.827817, 3.193759, -0.980494], [-0.769723, 2.124039, 2.430299], [-2.392474, 3.765886, 1.856067], [-3.390727, 2.433606, 1.508998], [-1.279407, -0.104017, 0.823140], [-3.003135, 0.343657, 1.252930], [-0.892122, -0.538530, 3.531761], [2.377478, -0.791896, -1.110424], [2.725620, -1.727743, -1.197000], [2.597006, -0.211687, -1.844414], [-0.508035, -3.676559, -1.731388], [-1.151387, -3.097773, -2.155839], [-0.098774, -4.160778, -2.422131], [2.430923, 1.433744, 0.594029], [3.137097, 0.989321, 1.142016], [2.061384, 0.878762, 0.054635], [-3.780195, -0.609153, -3.008931], [-3.573175, -0.355243, -2.160835], [-2.871575, -0.808024, -3.465547], [0.235408, -2.421054, 0.652929], [0.519166, -2.622644, -0.340560], [-0.325288, -3.219638, 0.799064], [0.891966, 0.619919, -4.071259], [0.436161, 0.510741, -3.179294], [0.942717, 1.534357, -4.466936], [1.792290, -0.472937, 2.701385], [1.049403, -0.474692, 2.128062], [1.679102, 0.257070, 3.280545], [3.035596, -2.573484, 0.473154], [2.920728, -1.713839, 0.723356], [2.402516, -3.319351, 0.665514]],
  "forces_ev_per_a": [[0.1921, 1.7751, -1.2809], [0.4645, -2.1735, 0.3602], [0.2403, 1.0668, -1.0401], [-0.5731, 3.0856, -0.3416], [-0.5747, -5.9953, -0.9235], [-1.1991, -1.7953, -0.0667], [-0.8326, 0.7322, -0.1859], [-0.4659, -0.3843, 0.3456], [-1.0192, -1.0275, 1.5442], [-0.4675, -0.0589, -0.7925], [0.1525, 1.9154, 1.9818], [1.7358, 1.9852, -0.3065], [-0.7396, 0.2217, 0.5387], [1.5533, 0.8005, -0.4561], [1.2183, -0.0302, 0.3072], [-0.0885, -0.7345, -0.2038], [-0.2616, 1.6872, -0.0398], [0.2259, -0.5011, -0.3492], [-0.5678, 0.6768, 0.8605], [0.0485, -0.0500, 0.0579], [0.5613, -0.7168, -1.0695], [4.8353, 5.2361, 6.1302], [-1.4985, 0.3507, -1.2774], [-3.0310, -5.5852, -4.6797], [1.8272, -1.6682, -4.5025], [0.8994, 0.9996, 3.1036], [-2.6629, 0.7220, 1.4037], [0.2158, -1.7109, -2.7819], [-0.9756, 0.9561, 2.9289], [0.3948, 0.9893, 0.0894], [-0.1888, 0.2109, 0.4978], [0.7508, 1.2280, -1.7718], [-0.5932, -1.4388, 1.5025], [1.2844, -1.1193, 0.3055], [-1.1079, -0.1499, -1.0093], [-0.1336, 1.0375, 0.7105], [1.4623, -5.9962, -1.7803], [-1.7083, 2.9299, 1.7597], [0.6270, 2.5293, 0.4310]],
  "mulliken_charge": [-0.238, 0.148, -0.615, 0.596, -0.649, -0.829, -0.142, 0.164, 0.246, 0.335, 0.249, 0.252, 0.176, 0.238, 0.068, -0.587, 0.344, 0.233, -0.611, 0.296, 0.298, -0.521, 0.303, 0.290, -0.625, 0.319, 0.311, -0.573, 0.386, 0.271, -0.681, 0.360, 0.314, -0.600, 0.193, 0.335, -0.701, 0.321, 0.325],
  "total_energy_ev": -35741.1269,
  "lumo_ev": 0.124,
  "de_lowest_kcal_mol": 10.39,
  "smiles": "NC(=O)[C@@H](N)CS.O.O.O.O.O.O.O.O"
}